{
  "formula": "C15H20BF3NO18S",
  "method": "ωB97M-V with the def2-TZVPD basis set",
  "charge": -1,
  "total_energy_ha": -2715.28801,
  "lumo_ev": 1.5,
  "largest_force_ev_per_a": 9.50,
  "gap_ha": 0.2451,
  "species": ["O", "C", "O", "C", "N", "B", "O", "O", "S", "O", "O", "C", "F", "F", "F", "H", "H", "H", "H", "C", "C", "O", "C", "O", "O", "H", "H", "H", "H", "C", "C", "O", "C", "O", "O", "H", "H", "H", "H", "C", "C", "O", "C", "O", "O", "H", "H", "H", "H", "C", "C", "O", "C", "O", "O", "H", "H", "H", "H"],
  "xyz": [[-2.1817, 4.7131, 1.2570], [-1.4070, 4.4887, 0.1601], [-1.5482, 5.5254, -0.9147], [-0.3696, 3.1909, 0.0348], [-0.6480, 2.3197, 1.2394], [0.3374, 1.1753, 1.3862], [-0.2636, -0.2021, 1.4751], [1.8047, 1.3696, 1.3930], [-0.4537, 2.3137, -1.6196], [0.8726, 1.5419, -1.9899], [-0.6561, 3.3273, -2.8139], [-1.8453, 1.0620, -1.7793], [-2.4580, 0.6424, -0.4995], [-2.9472, 1.6396, -2.6363], [-1.2928, -0.0844, -2.5874], [0.7332, 3.6249, 0.1462], [-0.5830, 2.8508, 2.1443], [0.4753, -0.8707, 1.3406], [2.1546, 0.7168, 0.7072], [-2.0440, -5.0044, 0.4967], [-1.9305, -3.5211, 0.3561], [-1.0883, -3.1556, 1.4328], [-0.3565, -4.2615, 1.7573], [0.5884, -4.2600, 2.5285], [-0.8194, -5.3681, 1.1058], [-2.1615, -5.5063, -0.4676], [-2.8677, -5.3003, 1.1548], [-1.4517, -3.2256, -0.5835], [-2.8994, -3.0203, 0.4342], [2.0608, -2.5464, -3.8397], [3.3138, -2.8036, -3.0672], [3.2625, -1.8388, -2.0334], [1.9493, -1.5048, -1.8671], [1.5223, -0.8268, -0.9475], [1.1769, -2.0290, -2.8630], [1.6535, -3.4569, -4.2877], [2.1998, -1.7951, -4.6241], [3.3308, -3.8024, -2.6184], [4.2125, -2.6722, -3.6761], [-1.1458, 7.0153, -3.9602], [-1.7291, 7.8700, -2.8821], [-1.7191, 9.1650, -3.4522], [-1.7153, 9.0019, -4.8076], [-1.8765, 9.9059, -5.6105], [-1.5086, 7.6959, -5.1469], [-1.5546, 6.0012, -3.9546], [-0.0536, 6.9594, -3.9047], [-2.7624, 7.5961, -2.6445], [-1.1349, 7.8455, -1.9645], [1.5407, -5.3101, 5.3780], [0.6439, -5.0866, 6.5522], [1.4404, -5.4872, 7.6510], [2.7432, -5.3732, 7.2592], [3.6994, -5.4745, 8.0096], [2.8360, -5.1303, 5.9191], [1.3554, -4.5963, 4.5707], [1.4622, -6.3269, 4.9793], [0.3733, -4.0328, 6.6771], [-0.2702, -5.6841, 6.4974]],
  "forces_ev_per_angstrom": [[4.882, -2.676, -4.887], [-5.151, 6.922, -0.571], [1.859, -6.011, 4.781], [-0.043, 1.860, 3.240], [1.846, -1.059, -0.234], [0.258, -2.072, -0.351], [3.008, 2.483, -0.559], [-2.656, -1.566, -1.566], [5.485, 2.557, -7.329], [-4.776, 2.049, 2.760], [-0.360, -3.639, 5.051], [-3.635, -2.272, -1.189], [2.160, 1.040, -4.686], [3.685, -2.121, 3.112], [-2.187, 3.577, 3.121], [-2.125, -0.999, -1.288], [-0.645, 0.150, -1.595], [-1.338, 1.163, 0.374], [-0.417, 1.028, 1.279], [-0.813, -0.613, -0.460], [-0.654, 0.751, -0.783], [0.833, -1.016, 0.601], [1.433, 0.376, 1.224], [-1.938, -0.075, -1.612], [0.662, 0.572, 0.555], [0.155, -0.027, 0.222], [0.074, 0.024, -0.033], [-0.034, 0.016, 0.101], [0.292, 0.067, 0.098], [-0.273, -0.245, -1.039], [0.869, -0.602, -0.257], [-0.797, 0.398, 0.184], [-0.963, 1.543, 1.918], [1.089, -1.976, -1.818], [0.373, 0.314, 0.900], [-0.100, 0.199, 0.143], [-0.013, -0.046, 0.094], [-0.014, 0.070, -0.022], [-0.084, 0.083, 0.244], [0.399, -1.320, 0.451], [-0.135, -0.675, 1.388], [0.075, 0.460, -1.558], [-0.255, 1.351, -1.070], [0.302, -1.658, 1.438], [-0.346, 1.406, -0.239], [0.121, 0.217, -0.038], [-0.103, 0.003, 0.013], [0.182, -0.024, 0.015], [-0.249, 0.020, -0.181], [-0.402, 0.111, -1.234], [-1.062, 0.250, -0.083], [0.980, -0.095, 0.031], [1.986, -0.158, 1.317], [-2.088, 0.197, -1.586], [0.196, -0.126, 1.238], [0.222, -0.224, 0.175], [0.003, 0.071, 0.040], [0.041, -0.086, -0.024], [0.185, 0.053, 0.184]],
  "nbo_charge": [-0.69, 0.70, -0.81, -0.33, -0.94, 1.26, -0.91, -0.95, 1.82, -0.87, -0.82, 0.77, -0.31, -0.32, -0.33, 0.29, 0.43, 0.49, 0.51, -0.10, -0.10, -0.46, 0.97, -0.61, -0.49, 0.20, 0.18, 0.20, 0.21, -0.10, -0.10, -0.48, 0.98, -0.59, -0.48, 0.20, 0.19, 0.18, 0.20, -0.10, -0.10, -0.49, 0.97, -0.61, -0.49, 0.23, 0.18, 0.19, 0.23, -0.12, -0.10, -0.49, 0.96, -0.59, -0.48, 0.24, 0.18, 0.19, 0.20]
}